Molecular formula: C19H16CrF6N12O8S2
Method: DFT, the ωB97M-V functional and the def2-TZVPD basis

```
64
Properties=species:S:1:pos:R:3:forces:R:3
Cr 0.86011 0.15992 -0.43097 0.44 0.91 0.31
N 0.34837 1.83702 1.06539 0.47 -0.07 -0.21
N -0.09156 3.01780 0.44786 -0.08 0.05 0.14
C 0.02703 3.12333 -0.89715 -0.03 -0.20 -0.08
N -0.11711 4.33011 -1.40906 0.06 -0.05 0.02
N 0.22519 1.96469 -1.54602 0.28 -0.18 -0.58
N 0.30196 1.98081 -2.94317 -0.31 0.14 -0.10
O 0.00857 2.97848 -3.58286 0.14 -0.13 0.28
O 0.62636 0.92915 -3.44412 0.09 0.01 0.20
H -0.25453 1.64535 1.85657 -0.06 -0.22 -0.01
H 1.29688 1.97789 1.41358 -0.02 0.02 0.17
H 0.10679 3.86337 0.96134 0.08 0.09 0.07
H -0.16481 5.13630 -0.80915 0.02 0.00 0.01
H -0.05457 4.43945 -2.40710 -0.04 0.03 -0.16
O 2.20893 -0.85412 3.15089 0.12 -0.01 0.28
C 1.47489 -1.10015 2.23556 0.05 0.36 -0.54
O 1.70654 -0.57721 1.02144 -0.61 -0.61 0.36
C 0.26648 -1.98808 2.41382 0.05 0.02 -0.18
C 0.10372 -2.60580 3.67618 0.14 0.16 -0.02
C -0.98764 -3.38910 3.87281 -0.08 -0.09 0.05
C -1.90482 -3.57940 2.81417 -0.06 -0.07 0.13
C -3.06079 -4.38942 2.95078 0.02 -0.01 0.03
C -3.90404 -4.57706 1.89552 0.02 0.03 -0.08
C -3.61610 -3.97298 0.64745 -0.08 -0.06 0.04
C -2.51357 -3.18408 0.49678 0.03 0.07 -0.08
C -1.63571 -2.94734 1.58216 0.11 0.13 -0.14
N -0.54918 -2.13008 1.40007 -0.16 -0.18 0.11
H 0.84598 -2.42734 4.44179 -0.04 -0.01 -0.04
H -1.15997 -3.88119 4.82355 0.00 0.03 -0.03
H -3.25690 -4.86174 3.90816 0.02 0.04 -0.08
H -4.78538 -5.19760 2.00339 0.05 0.04 -0.02
H -4.27414 -4.14694 -0.19664 0.04 0.00 0.07
H -2.27836 -2.74711 -0.46413 0.00 0.05 0.01
N -0.72901 -2.22786 -3.31087 -0.41 -0.02 -0.27
C 0.23414 -1.92781 -2.46090 -0.11 0.06 0.25
N -0.24803 -1.03467 -1.60788 0.27 0.11 -0.09
C -1.52775 -0.80508 -2.03198 -0.08 0.10 0.49
N -1.86553 -1.52775 -3.05699 0.33 -0.33 -0.34
C -2.42039 0.09589 -1.28981 0.34 -0.32 -0.18
C -3.73708 0.31817 -1.65290 -0.33 0.15 0.05
N -4.54025 1.06196 -0.89493 0.22 -0.05 0.02
C -4.01008 1.56900 0.21562 -0.10 -0.05 -0.14
C -2.67663 1.36850 0.55144 -0.02 -0.03 0.08
N -1.87414 0.63363 -0.20601 -0.15 -0.09 0.31
H -0.69687 -2.87142 -4.08547 -0.02 -0.03 -0.03
H 1.23093 -2.33971 -2.46718 -0.06 0.05 -0.01
H -4.14250 -0.11263 -2.56198 -0.01 0.02 0.07
H -4.66129 2.15101 0.85648 0.01 0.00 -0.03
H -2.26439 1.80660 1.45651 -0.14 -0.05 -0.12
F 5.23719 1.37258 -3.05563 0.11 0.08 -0.11
C 3.95164 1.14256 -2.95875 0.00 -0.19 0.10
F 3.27217 2.27078 -3.12881 -0.10 -0.05 0.00
F 3.57576 0.25080 -3.86591 0.02 0.07 -0.07
S 3.61195 0.40832 -1.26332 -0.22 0.10 0.28
O 2.48734 -0.55302 -1.49988 -0.13 0.60 0.16
O 4.85365 -0.09235 -0.79914 -0.24 -0.14 -0.12
N 2.85967 1.51507 -0.40235 0.51 0.12 -0.13
S 3.65331 2.82200 0.15702 -0.09 -0.12 -0.16
O 4.81155 3.13606 -0.61329 -0.21 -0.17 0.10
O 2.64882 3.81113 0.43591 -0.13 -0.02 -0.09
C 4.21028 2.30869 1.84411 -0.13 0.02 -0.17
F 4.89472 1.19011 1.80588 0.05 -0.09 0.04
F 3.11676 2.14345 2.60867 0.13 -0.02 -0.03
F 4.94538 3.28903 2.33345 0.03 0.03 0.16
```
Forces are in eV/Å.

Multiplicity   4
Total charge   +1
E_HOMO (alpha / beta)   -11.5 / -11.5 eV
E_tot   -120613.1804 eV
LUMO energy (alpha / beta)   -4.38 / -3.56 eV
⟨S²⟩   3.774

=====

Molecular formula: C6H12F6Li2N3O18S6
Method: DFT, the ωB97M-V functional and the def2-TZVPD basis

```
53
Properties=species:S:1:pos:R:3:forces:R:3
Li -11.27736 -12.79679 -3.67993 -0.35 -0.68 -0.12
Li -10.51963 -12.29941 -1.06741 0.34 -0.56 1.41
N -11.11630 -9.85934 2.26298 2.01 0.31 -2.04
S -9.84316 -9.63338 1.20335 6.64 -2.97 0.06
O -9.26842 -8.31842 1.23895 -1.39 -1.39 -0.19
O -9.82930 -10.44253 -0.02612 -0.72 2.04 2.69
F -8.90673 -10.49334 2.24013 -0.57 0.89 -1.47
S -12.18445 -9.22650 1.31389 -9.28 1.80 0.05
O -12.73159 -10.19052 0.32456 2.41 2.18 2.02
O -12.17212 -7.77209 1.09069 0.92 -3.68 -0.01
F -13.26442 -9.40167 2.47481 -0.06 0.65 -0.75
N -12.57958 -13.19678 3.04955 1.86 -1.67 -3.28
S -11.60602 -13.85501 1.79265 3.72 0.14 3.59
O -10.95656 -12.87491 0.92926 -1.46 -0.67 -0.51
O -11.88654 -15.20554 1.39147 -0.57 1.34 -0.64
F -10.32045 -14.09774 2.76964 -0.99 0.11 -0.31
S -13.93627 -13.30377 2.26404 -4.71 3.69 0.39
O -14.82134 -14.38417 2.49376 0.48 -1.24 0.04
O -13.94795 -12.72632 0.92678 0.81 -0.97 0.51
F -14.72973 -12.13017 3.11242 0.97 -0.70 -0.45
N -10.85134 -11.26519 -2.69613 2.93 2.23 -1.07
S -9.51358 -10.45651 -3.50629 4.28 -1.21 -1.01
O -9.25818 -9.04452 -3.40736 -1.45 -1.78 0.13
O -9.32164 -11.12927 -4.77177 -1.07 0.31 1.09
F -8.31502 -11.06459 -2.62773 -1.16 0.21 -0.15
S -11.78236 -9.99845 -2.75530 -6.55 4.58 2.83
O -12.26029 -9.67389 -4.07324 1.22 -0.63 0.33
O -11.55937 -8.89297 -1.82124 0.65 -2.32 -1.96
F -13.11064 -10.64894 -2.08560 1.13 -0.55 -0.84
C -6.17531 -14.96223 -1.78839 -0.70 0.16 0.32
O -6.43570 -13.87221 -0.78492 1.48 -1.29 -1.08
C -7.59189 -13.24766 -0.69569 0.52 0.70 -0.21
O -8.56050 -13.50430 -1.39964 0.02 0.77 1.21
O -7.51826 -12.22562 0.20843 -1.74 -0.97 -1.14
C -6.31968 -11.87351 0.88955 0.43 0.38 0.20
H -6.31780 -14.71136 -2.83951 -0.73 0.76 0.28
H -6.80124 -15.81735 -1.53329 0.02 0.17 0.02
H -5.12988 -15.27030 -1.80499 0.02 0.45 1.06
H -6.16374 -12.51184 1.75921 0.56 -0.70 -0.64
H -6.39851 -10.91274 1.39829 -0.91 0.29 -0.55
H -5.54975 -11.72860 0.13172 0.44 -0.64 0.52
C -14.99939 -13.58586 -2.52457 -1.90 1.50 -1.15
O -14.35454 -14.72919 -2.12126 3.86 -1.35 1.37
C -12.96012 -14.73031 -1.85238 -3.28 -2.71 -0.36
O -12.23153 -13.77334 -2.01994 0.37 -0.49 -0.26
O -12.58809 -16.01561 -1.51778 0.80 3.81 -0.86
C -13.54479 -17.04519 -1.35747 -1.31 0.13 0.78
H -15.47026 -12.99480 -1.73906 0.95 0.15 0.49
H -15.89458 -13.91025 -3.05514 0.11 -0.41 -0.29
H -14.45220 -12.98738 -3.25293 0.31 0.18 0.38
H -14.37988 -16.68364 -0.75746 0.08 0.03 0.13
H -13.04705 -17.81733 -0.77082 0.03 -0.08 -0.54
H -13.99062 -17.33823 -2.30797 0.48 -0.31 -0.05
```
Forces are in eV/Å.

Multiplicity   2
E_HOMO (alpha / beta)   -9.8 / -9.8 eV
E_tot   -129462.3789 eV
LUMO energy (alpha / beta)   -1.23 / -5.46 eV
⟨S²⟩   0.761

=====

Molecular formula: H4O2
Method: DFT, the ωB97M-V functional and the def2-TZVPD basis

```
6
Properties=species:S:1:pos:R:3:forces:R:3
H 0.73795 -0.11830 -0.81601 -0.44 0.75 -1.75
H 0.02950 -0.54771 -2.10780 0.03 0.14 -0.09
H -1.03251 -0.30647 1.48992 -0.59 -0.49 -0.07
H 0.33218 0.27408 1.45547 0.77 0.09 -0.01
O 0.49017 0.21230 -1.73120 0.41 -0.89 1.74
O -0.55729 0.48610 1.70961 -0.19 0.41 0.19
```
Forces are in eV/Å.

E_HOMO   -11.7 eV
SMILES string   O.O
E_tot   -4159.5962 eV
LUMO energy   0.44 eV

=====

Molecular formula: C6H10N
Method: DFT, the ωB97M-V functional and the def2-TZVPD basis

```
17
Properties=species:S:1:pos:R:3:forces:R:3
C -0.40957 0.68154 0.33335 -0.13 0.77 1.43
C -1.49070 0.14648 -0.49033 2.75 -1.24 -0.61
C -0.52860 -0.84757 0.30356 -4.52 -1.98 1.10
C 1.86408 -0.54433 0.06674 1.75 2.70 -0.28
C -2.84760 0.06306 -0.01182 -2.12 2.15 0.03
C 3.00571 0.41192 -0.18838 -2.19 0.07 -0.69
N 0.64681 -0.21726 0.20621 2.98 -1.94 -2.69
H -0.25376 1.30678 1.14712 -0.70 1.32 1.40
H -1.45288 0.31112 -1.55759 0.64 -0.42 -0.31
H -0.89083 -1.67767 1.02528 1.01 1.80 -1.12
H 2.25408 -1.52350 -0.03589 -0.93 -1.43 0.33
H -3.32383 1.11091 -0.01117 0.43 -1.72 0.15
H -2.97147 -0.44746 0.90856 0.07 0.06 1.31
H -3.36639 -0.57040 -0.69522 -0.69 -0.12 -0.76
H 3.20303 0.16115 -1.22733 0.67 -0.04 -0.24
H 3.82928 0.17350 0.42870 0.98 -0.07 0.54
H 2.73265 1.46174 -0.20179 0.02 0.09 0.43
```
Forces are in eV/Å.

Total charge   +1
E_HOMO   -14.3 eV
SMILES string   C/C=[N+]1/[C@@H]2[C@@H](C)[C@@H]21
E_tot   -7863.2141 eV
LUMO energy   -3.86 eV